No. 1
This record from OMol25 describes a molecular structure, C5H6N at a distorted geometry. The level of theory is ωB97M-V/def2-TZVPD.

## Properties
2S+1 ... 1
Frontier orbital gap ... 9.35 eV
Maximum force ... 3.7 eV Å⁻¹
HOMO energy ... -15.271 eV
Energy relative to the best compared isomer or geometry (same formula, charge and spin) ... 109.4 kcal per mole
Total charge ... +1

Cartesian coordinates (Å):
C (-1.48, -0.61, -0.14)
C (-1.68, 0.70, -0.04)
C (0.82, 1.13, -0.09)
C (1.25, -0.30, -0.01)
C (-0.16, -0.52, 0.60)
N (-0.36, 0.96, 0.48)
H (-2.11, -1.36, -0.53)
H (-2.41, 1.54, -0.24)
H (1.44, 2.09, -0.40)
H (1.54, -0.75, -0.86)
H (1.91, -0.57, 0.72)
H (-0.02, -1.04, 1.62)

No. 2
This record from OMol25 describes C5H13NS in the gas phase at a distorted geometry. The level of theory is ωB97M-V/def2-TZVPD.

## Properties
2S+1 ... 1
Frontier orbital gap ... 9.72 eV
Maximum force ... 1.4 eV Å⁻¹
HOMO energy ... -8.772 eV
Energy relative to the best compared isomer or geometry (same formula, charge and spin) ... 11.0 kcal per mole
Total charge ... 0

Cartesian coordinates (Å):
C (-1.82, -1.18, -2.85)
C (-1.43, -1.43, -1.40)
N (-0.89, -0.23, -0.81)
C (0.17, -0.25, 0.21)
C (-0.30, -0.93, 1.49)
C (0.62, 1.20, 0.32)
S (1.88, 1.49, 1.59)
H (-1.09, -0.56, -3.34)
H (-2.75, -0.60, -2.91)
H (-1.98, -2.11, -3.41)
H (-2.31, -1.86, -0.89)
H (-0.68, -2.23, -1.32)
H (-1.64, 0.36, -0.49)
H (0.95, -0.87, -0.24)
H (0.51, -1.16, 2.17)
H (-0.81, -1.86, 1.20)
H (-1.15, -0.37, 1.89)
H (-0.22, 1.84, 0.61)
H (1.03, 1.44, -0.65)
H (2.62, 0.39, 1.49)

No. 3
This record from OMol25 describes 5 unconnected molecules or ions with the total composition C16H23Br4F9O6 at a distorted geometry. The level of theory is ωB97M-V/def2-TZVPD.

## Properties
2S+1 ... 1
Frontier orbital gap ... 10.60 eV
Maximum force ... 3.3 eV Å⁻¹
HOMO energy ... -10.163 eV
Total charge ... 0

Cartesian coordinates (Å):
C (-12.23, -6.00, 2.76)
C (-12.47, -5.30, 4.03)
O (-12.32, -6.29, 5.10)
C (-13.39, -6.86, 5.70)
O (-14.53, -6.60, 5.47)
C (-12.94, -7.89, 6.79)
F (-11.77, -8.47, 6.55)
F (-12.97, -7.34, 7.98)
F (-13.88, -8.82, 6.90)
H (-13.03, -6.73, 2.56)
H (-11.23, -6.42, 2.76)
H (-12.31, -5.29, 1.95)
H (-13.49, -4.88, 4.09)
H (-11.75, -4.50, 4.23)
C (-20.02, -7.70, 1.41)
C (-20.30, -8.62, 0.18)
O (-20.63, -9.95, 0.64)
C (-19.56, -10.77, 0.82)
O (-18.43, -10.53, 0.58)
C (-19.99, -12.17, 1.46)
F (-21.25, -12.53, 1.29)
F (-19.29, -13.06, 0.79)
F (-19.71, -12.18, 2.75)
H (-19.34, -8.14, 2.13)
H (-20.93, -7.37, 1.94)
H (-19.57, -6.76, 1.04)
H (-19.43, -8.68, -0.44)
H (-21.14, -8.35, -0.47)
C (-15.42, -8.02, 0.30)
C (-16.32, -6.99, 0.95)
O (-15.61, -5.74, 1.18)
C (-15.54, -4.87, 0.13)
O (-15.95, -5.04, -0.96)
C (-14.87, -3.51, 0.60)
F (-13.67, -3.38, 0.03)
F (-15.74, -2.58, 0.19)
F (-14.69, -3.41, 1.89)
H (-14.48, -8.12, 0.84)
H (-15.22, -7.81, -0.73)
H (-15.96, -8.97, 0.43)
H (-16.71, -7.38, 1.87)
H (-17.15, -6.73, 0.31)
Br (-18.84, -7.59, 9.31)
C (-20.61, -6.85, 9.24)
C (-21.59, -8.00, 9.38)
Br (-23.43, -7.46, 9.24)
H (-20.66, -6.36, 8.27)
H (-20.75, -6.05, 9.96)
H (-21.45, -8.47, 10.36)
H (-21.45, -8.71, 8.56)
Br (-17.35, -10.16, 3.64)
C (-16.79, -8.64, 4.86)
C (-17.81, -8.38, 5.94)
Br (-19.55, -7.81, 5.25)
H (-16.82, -7.84, 4.14)
H (-15.80, -8.84, 5.24)
H (-17.47, -7.54, 6.55)
H (-18.02, -9.25, 6.58)

No. 4
This record from OMol25 describes a molecular structure, C19H22N3O7Ru. The level of theory is ωB97M-V/def2-TZVPD.

## Properties
2S+1 ... 2
Frontier orbital gap (spin up / spin down) ... 8.27 / 7.67 eV
Maximum force ... 0.4 eV Å⁻¹
HOMO energy (spin up / spin down) ... -8.093 / -7.938 eV
Energy relative to the best compared isomer or geometry (same formula, charge and spin) ... 2.9 kcal per mole
Total charge ... 0

Cartesian coordinates (Å):
Ru (0.53, 0.21, -0.18)
O (-0.37, 1.77, 3.54)
C (-0.30, 0.81, 2.63)
O (0.70, 0.64, 1.95)
C (-1.53, -0.04, 2.56)
O (-1.14, -1.26, 2.00)
C (-2.10, -1.83, 1.13)
C (-2.38, -0.94, -0.08)
O (-3.43, -1.08, -0.68)
O (-1.46, -0.10, -0.43)
H (0.43, 2.31, 3.46)
H (-2.25, 0.51, 1.93)
H (-1.97, -0.15, 3.55)
H (-3.04, -2.03, 1.65)
H (-1.67, -2.77, 0.79)
C (-0.39, 1.02, -2.92)
N (0.49, 0.03, -2.27)
C (1.85, 0.19, -2.83)
C (0.02, -1.35, -2.58)
C (0.65, -2.29, -1.60)
C (0.91, -3.63, -1.87)
C (1.46, -4.43, -0.88)
C (1.76, -3.89, 0.36)
C (1.51, -2.55, 0.62)
C (0.95, -1.73, -0.35)
H (-0.39, 0.86, -4.00)
H (-0.02, 2.02, -2.69)
H (-1.40, 0.91, -2.53)
H (1.82, 0.04, -3.91)
H (2.52, -0.54, -2.38)
H (2.22, 1.19, -2.61)
H (0.26, -1.60, -3.62)
H (-1.06, -1.35, -2.47)
H (0.67, -4.05, -2.84)
H (1.66, -5.48, -1.08)
H (2.20, -4.52, 1.13)
H (1.75, -2.14, 1.60)
O (0.48, 2.41, -0.11)
N (1.58, 2.88, 0.31)
N (2.55, 2.06, 0.33)
O (2.45, 0.81, -0.13)
C (3.84, 2.49, 0.78)
C (4.10, 3.84, 0.97)
C (5.36, 4.21, 1.42)
C (6.33, 3.25, 1.67)
C (6.05, 1.91, 1.46)
C (4.80, 1.52, 1.02)
H (3.34, 4.57, 0.77)
H (5.57, 5.26, 1.57)
H (7.31, 3.56, 2.01)
H (6.81, 1.16, 1.65)
H (4.56, 0.48, 0.85)